1.
12
Properties=species:S:1:pos:R:3 method="wB97M-V/def2-TZVPD" homo_energy_ev=-9.13 spin_multiplicity=1 energy_ev=-8234.9293 mol_weight_g_mol=86.094
C 1.601 0.239 0.663
N 0.500 0.806 -0.076
C -0.469 0.064 -0.452
N -0.556 -1.296 -0.569
C -1.712 0.890 -0.349
O -2.648 0.528 0.325
H 1.935 -0.768 0.372
H 2.452 0.923 0.638
H 1.251 0.182 1.703
H -1.412 -1.696 -0.925
H 0.284 -1.832 -0.727
H -1.607 1.912 -0.753

***

2.
13
Properties=species:S:1:pos:R:3 method="wB97M-V/def2-TZVPD" homo_energy_ev=-9.93 smiles="NN1COC(=O)C1" spin_multiplicity=1 energy_ev=-10281.6650 mol_weight_g_mol=102.093
N -1.206 0.042 0.547
N 0.209 0.318 0.408
C 0.771 -1.074 0.573
O 0.806 -1.788 -0.680
C 0.378 -0.928 -1.643
O 0.194 -1.248 -2.786
C 0.492 0.516 -0.964
H -1.430 -0.578 -0.222
H -1.687 0.849 0.428
H 1.760 -1.006 0.977
H 0.269 -1.575 1.365
H 1.532 0.632 -1.143
H -0.059 1.373 -1.431

***

3.
13
Properties=species:S:1:pos:R:3 method="wB97M-V/def2-TZVPD" homo_energy_ev=-10.58 spin_multiplicity=1 energy_ev=-10280.4140 mol_weight_g_mol=102.093
H 2.324 -1.010 -2.490
N 2.175 -0.548 -1.592
C 0.958 -0.368 -1.368
O -0.275 -0.560 -1.881
C -0.130 0.082 -0.559
O -0.502 -0.705 0.507
C -1.607 -0.322 1.204
N -2.273 0.708 0.924
H -3.046 0.826 1.573
H -0.484 1.107 -0.521
H -1.775 -1.041 2.008
H 2.437 0.756 0.782
H 2.198 1.074 1.412

***

4.
13
Properties=species:S:1:pos:R:3 method="wB97M-V/def2-TZVPD" homo_energy_ev=-7.91 spin_multiplicity=1 energy_ev=-10279.4757 mol_weight_g_mol=102.093
C -0.060 -0.285 -0.849
C 0.655 0.024 0.395
N -0.160 0.630 -1.875
C -0.341 0.347 1.255
O -0.049 -1.549 -1.372
O 2.014 -0.088 0.549
N -0.714 0.369 2.462
H 0.029 -2.174 -0.640
H 2.202 -0.420 1.436
H -0.846 0.420 -2.587
H -0.128 1.595 -1.589
H -1.422 1.063 2.682
H -1.179 0.067 0.131

***

Calculated energy relative to the best compared isomer or geometry (same formula, charge and spin) (eV), listed in the same order as above: 1.7695 3.1325 4.3835 5.3218